Entry 1:
Formula: C14H11NOS
Source: OMol25
Level of theory: ωB97M-V with the def2-TZVPD basis set

```
28
Properties=species:S:1:pos:R:3:forces:R:3
C 4.354613 1.370966 0.056166 0.0617 0.1396 0.1054
C 4.335030 0.571622 -1.076507 -0.0430 -0.0439 -0.0182
C 3.410224 -0.444213 -1.194289 -0.1676 -0.1161 0.0509
C 2.484862 -0.678858 -0.176542 0.2633 0.0761 -0.0913
C 2.505103 0.122194 0.958209 -0.2304 -0.3006 0.0539
C 3.439700 1.139684 1.065169 0.1239 0.0909 -0.0539
H 3.443405 1.756631 1.951661 -0.0038 0.0446 0.0685
H 1.801715 -0.023668 1.763816 -0.0539 -0.0411 0.0512
O 1.634873 -1.726158 -0.402210 0.1631 0.1231 -0.1856
C 0.601561 -2.015249 0.506988 0.0512 -0.3367 0.3726
C -0.618399 -1.174234 0.308570 0.1983 0.6766 -0.1249
N -1.791996 -1.666159 0.204348 0.2075 -1.0090 0.0684
C -2.744978 -0.706889 0.022359 -0.1579 1.0767 -0.0512
C -4.110975 -0.927582 -0.129549 0.0696 -0.0055 0.0083
C -4.941632 0.156865 -0.312480 -0.0758 -0.1093 -0.0006
C -4.435256 1.455289 -0.344754 0.0629 0.1502 -0.0034
C -3.083882 1.698093 -0.197796 -0.0726 0.1046 -0.0315
C -2.243175 0.613072 -0.016018 0.0880 -0.4542 0.0500
S -0.517951 0.587357 0.192383 -0.3581 -0.2928 -0.0300
H -2.688381 2.701508 -0.223138 -0.0122 0.1258 -0.0144
H -5.110038 2.285686 -0.488033 -0.0572 0.0710 -0.0110
H -6.003088 0.001402 -0.433613 -0.0863 -0.0188 -0.0064
H -4.488780 -1.936863 -0.103093 -0.0625 -0.1206 0.0031
H 0.318917 -3.054403 0.313039 -0.0087 0.2225 0.1006
H 0.948646 -1.938983 1.547154 -0.0062 -0.0491 -0.1522
H 3.379398 -1.077355 -2.066955 -0.0028 -0.0716 -0.1028
H 5.043951 0.742281 -1.872979 0.0523 0.0025 -0.0688
H 5.076534 2.167955 0.148089 0.0571 0.0652 0.0135
```
Positions in Å, forces in eV/Å.

## Properties
frontier orbital gap	0.34448	Eh
E_LUMO	0.675	eV
SMILES	c1ccc(OCc2nc3ccccc3s2)cc1
multiplicity	1
E_tot	-29069.39371	eV
HOMO	-8.7	eV

=====

Entry 2:
Formula: C9H14N2O
Source: OMol25
Level of theory: ωB97M-V with the def2-TZVPD basis set

```
26
Properties=species:S:1:pos:R:3:forces:R:3
C 3.081227 0.159045 0.072803 -6.8931 -0.0700 0.1026
C 1.266690 0.122547 0.058618 5.4820 -0.0569 -0.1809
C -0.944809 -0.443090 -0.356856 0.1333 0.1033 -0.0251
C 0.438838 -1.094153 -0.093381 -0.0538 -0.5388 0.0303
C -0.815828 1.047240 -0.001915 -0.7679 0.1726 -0.0769
C 0.435710 -1.908348 1.206876 0.1007 0.1609 -0.0691
C 0.904634 -1.968310 -1.259512 -0.0409 0.1715 0.1400
C -1.296506 1.986509 -1.101757 0.1999 0.0081 0.0835
C -1.452990 1.422606 1.330902 0.2610 0.0816 -0.0395
N 4.218052 0.151749 0.075741 1.5126 -0.0668 -0.0209
N 0.665526 1.251609 0.130518 0.0503 -0.0002 -0.0334
O 1.119560 2.394413 0.290848 0.2483 0.5116 0.0814
H -1.208545 -0.552024 -1.408824 0.0158 0.0033 -0.0059
H -1.722360 -0.922415 0.235368 -0.0105 -0.0237 0.0159
H -0.202928 -2.780916 1.101979 -0.0847 -0.1332 -0.0242
H 0.068286 -1.304861 2.034598 -0.0295 0.0072 0.0840
H 1.442793 -2.240262 1.451913 0.0751 -0.0583 0.0211
H 0.202755 -2.784813 -1.415325 -0.0527 -0.0874 -0.0038
H 1.884520 -2.388124 -1.046949 0.1145 -0.0766 -0.0002
H 0.974617 -1.387366 -2.176146 -0.0120 0.0455 -0.0994
H -0.944604 2.993272 -0.886722 -0.0504 0.0475 0.0058
H -2.382333 1.992823 -1.144680 -0.1020 -0.0807 0.0055
H -0.905019 1.686546 -2.072371 0.0212 -0.0346 -0.0621
H -1.203864 2.453318 1.573439 -0.0108 0.0580 0.0253
H -1.090886 0.785888 2.134153 0.0158 -0.0981 0.0938
H -2.532537 1.327114 1.266692 -0.1222 -0.0457 -0.0478
```
Positions in Å, forces in eV/Å.

## Properties
frontier orbital gap	0.35697	Eh
energy above the lowest of the compared OMol25 structures with the same formula, charge and spin	66.1	kcal/mol
E_LUMO	0.495	eV
SMILES	CC1(C)CC(C)(C)[N+]([O-])=C1C#N
multiplicity	1
E_tot	-14584.71618	eV
HOMO	-9.2	eV

=====

Entry 3:
Formula: C32H84F6N12O9P4V
Source: OMol25
Level of theory: ωB97M-V with the def2-TZVPD basis set

```
148
Properties=species:S:1:pos:R:3:forces:R:3
O -1.204899 0.198912 0.396667 4.6821 0.0736 -3.0469
V 0.234431 0.294662 -0.498753 -6.0511 -0.8202 3.3953
C -1.754739 2.600112 -2.186343 0.3112 -0.5408 3.4038
O -2.585199 2.288342 -1.040313 -1.0308 -1.0632 -1.7913
O -0.694089 1.694842 -2.080793 -0.2257 0.0147 -1.0056
C -2.561759 2.879962 -3.601463 1.0161 -0.0956 2.2246
F -3.540059 2.086932 -3.972683 -0.0025 -2.1828 -0.2512
F -3.161839 4.047402 -3.728353 -0.4445 2.3993 1.4508
F -1.582409 2.975382 -4.461113 1.5011 -1.0345 -2.0652
C -3.450529 3.246432 -0.472913 1.5948 0.8794 0.1326
C -4.386739 2.563542 0.444297 -0.7771 -1.2383 -0.3549
H -5.236779 2.321192 -0.193523 -0.6661 0.1313 0.6026
H -4.015419 1.569062 0.691707 0.4021 0.1324 0.4260
H -4.623239 3.151982 1.330807 -0.2732 -0.1116 -0.1500
H -4.030149 3.866452 -1.156813 0.2997 0.0068 -0.4790
H -2.780549 3.886072 0.101617 0.0264 0.7254 0.1483
H -1.375949 3.566262 -1.852923 0.1566 0.9819 -1.0076
C 2.001651 -2.202748 1.473827 -2.1889 1.2748 0.9230
O 2.522331 -1.418078 2.597707 0.3596 -0.3079 0.0569
O 1.169121 -1.444428 0.658267 2.0304 -0.3389 -0.0427
C 3.121701 -3.113178 0.858447 -0.3833 2.7473 -1.2121
F 4.332321 -3.049418 1.368007 1.7141 1.2038 0.9366
F 2.848811 -4.353678 0.895717 -1.7660 -3.5629 0.4254
F 3.245771 -2.824248 -0.449183 0.3575 0.5736 -1.0912
C 2.883581 -2.140608 3.805517 0.7112 0.5387 -0.4223
C 3.172501 -1.196698 4.986087 -0.4961 -0.1136 -0.7322
H 3.250661 -1.853338 5.852577 -0.1214 0.3028 0.2306
H 4.066161 -0.573958 4.945487 0.1912 -0.2805 -0.3896
H 2.333361 -0.504738 5.057777 -0.1503 -0.1097 0.4179
H 3.772571 -2.743858 3.621437 0.0684 -0.1143 -0.0757
H 2.115931 -2.828528 4.159907 -0.4900 0.0094 -0.4218
H 1.390361 -2.972448 1.944987 -0.4367 -0.2983 0.2730
O 2.232401 0.975352 -1.279643 1.4713 -0.2594 -0.2160
P 3.557081 1.258182 -1.894023 -0.3830 0.2164 -3.4449
N 4.297561 -0.029178 -2.835683 -0.4350 2.0380 0.8567
C 5.699031 0.193922 -3.342803 -1.5938 -0.4510 -0.3493
C 3.726251 -1.378778 -2.884633 0.3276 -0.4655 0.5770
N 4.803801 1.605292 -0.739743 0.6493 -0.7613 1.4960
C 5.320031 0.528352 0.174807 -0.2488 -0.3772 -1.4744
C 5.680211 2.769252 -0.797163 -0.9023 0.1252 -0.1656
N 3.588411 2.642172 -2.950353 0.3582 -1.2891 2.4151
C 3.302671 2.530952 -4.437713 -0.5827 -0.2975 1.3129
C 2.847771 3.792322 -2.289183 0.6039 0.2926 -1.4430
H 5.873171 -0.426568 -4.221873 -0.1540 -0.5678 0.3116
H 6.397561 -0.075088 -2.550463 0.3587 0.3092 -0.2037
H 5.786671 1.178462 -3.802273 0.1606 0.3433 0.8469
H 3.941111 -1.834118 -3.851383 -0.2045 0.3322 -0.2430
H 2.664281 -1.423618 -2.643183 0.0062 0.4349 -0.2828
H 4.160451 -2.062768 -2.155443 0.4541 0.2213 0.1067
H 4.555151 -0.134428 0.579497 -0.2086 0.1246 -0.2341
H 5.939751 0.014312 -0.559913 0.1535 -0.9156 0.1031
H 6.053481 0.772432 0.943307 -0.5399 1.0306 0.0134
H 6.408391 2.702542 0.011177 -0.0698 0.1771 -0.3221
H 6.105771 2.926342 -1.788293 0.2149 -0.2544 0.0177
H 4.978641 3.593972 -0.671693 0.3909 0.4336 0.2731
H 4.184061 2.384982 -5.062163 0.1394 -0.0361 0.3635
H 2.587571 1.719212 -4.571143 0.1246 0.1364 -0.3766
H 2.814991 3.462452 -4.725073 0.0862 -0.1109 0.0010
H 3.194951 4.255972 -1.365823 0.3917 -1.1377 0.5374
H 1.783511 3.571312 -2.207883 -0.0286 0.2560 -0.2452
H 3.139611 4.605322 -2.953993 -0.9446 0.2087 -0.2940
O 0.802411 1.660472 1.277107 0.3838 -0.8486 -2.2261
P 0.779211 2.715032 2.289057 0.4470 0.7580 2.7458
N 2.297051 2.855342 2.983497 1.0841 -0.8133 -1.1325
C 2.789631 3.972972 3.816047 -1.1228 -1.8365 -0.4261
C 3.258801 1.793012 2.637457 -0.0270 -0.0901 1.0632
N -0.252949 2.394542 3.567447 -0.9430 2.3160 -0.9489
C -1.671099 2.729812 3.398417 -0.2951 0.2674 -0.3181
C -0.047119 1.319692 4.483157 0.5739 -0.4744 0.8355
N 0.391691 4.214292 1.757507 -1.0479 1.2936 2.6970
C 0.663301 4.608502 0.444527 -0.5971 0.6784 -1.7089
C 0.080431 5.414682 2.698787 0.3215 -1.9394 -0.7857
H 1.958931 4.076922 4.514077 0.2808 1.2023 0.1644
H 3.065491 4.798832 3.160357 -0.1129 0.4456 0.5922
H 3.623261 3.601712 4.412137 0.1428 0.2158 -0.1770
H 4.297351 2.025052 2.873417 0.0443 0.8084 0.0778
H 3.252961 1.509612 1.584957 -0.5174 -0.2364 0.2082
H 3.042791 0.985642 3.337177 0.0878 -0.7028 -0.8029
H -1.893709 3.594972 2.773887 0.6156 -0.3052 -0.6603
H -2.170339 1.854552 2.982737 -0.4642 0.2316 0.1224
H -2.121529 3.106872 4.316587 0.1039 -0.7556 0.5307
H 0.010271 0.356452 3.976237 0.5973 -0.1701 0.0660
H 0.784771 1.596962 5.130597 0.6008 -0.6714 -0.2497
H -0.836889 1.185482 5.222317 -0.5366 0.5084 -0.3543
H 1.571291 5.206272 0.365047 0.4157 -0.0608 -0.1764
H 0.638121 3.779742 -0.263013 0.2717 -0.1747 0.1380
H -0.152899 5.256222 0.124567 -0.0587 0.2142 -0.2754
H 0.492391 5.201882 3.685247 -0.3222 0.1054 -0.1070
H -1.000579 5.545802 2.747077 0.0687 0.0733 0.0498
H 0.538291 6.330252 2.324357 0.1064 -0.2180 -0.2178
O -3.748729 -1.719638 0.597057 -0.3848 -0.2832 1.4855
P -4.119369 -2.205708 1.960347 -1.5369 0.0215 1.1235
N -3.080249 -1.850608 3.320367 -0.8673 -1.5296 -1.7314
C -3.290529 -0.694258 4.212297 0.5386 -0.1029 -0.7168
C -1.669339 -2.293658 3.166347 -0.2194 0.9740 0.7359
N -4.395479 -3.881308 1.984757 1.6212 -1.5129 0.2912
C -4.061959 -4.781018 3.095307 0.6928 0.9693 1.0529
C -4.785289 -4.660098 0.786277 -1.6014 0.8731 0.7048
N -5.666709 -1.682328 2.526977 0.6449 1.8655 -0.8050
C -6.319349 -0.450248 2.000917 1.3537 0.0924 0.1683
C -6.469569 -2.396278 3.505757 -0.1062 -0.5374 -2.1652
H -2.648079 -0.692078 5.092827 0.2520 -0.7733 0.0456
H -4.302989 -0.618738 4.608947 -0.0714 -0.0272 -0.5216
H -2.959799 0.205772 3.693977 -0.5422 0.3065 -0.0432
H -1.378379 -2.627628 4.162297 0.4564 -0.0146 0.0027
H -1.059999 -1.453248 2.833927 0.2596 0.1832 0.1361
H -1.407869 -3.078398 2.456467 -0.9586 -0.1587 -0.1280
H -3.072599 -5.238458 3.090397 0.4508 0.1027 -0.6808
H -4.037019 -4.188078 4.009577 -0.2731 -0.0707 0.1438
H -4.706439 -5.644118 3.262037 -0.7043 0.3778 -0.3861
H -4.901029 -5.721198 1.007107 1.3446 -0.1381 0.0444
H -5.862219 -4.501568 0.729887 -0.2953 0.6821 -1.0350
H -4.271589 -4.403948 -0.140333 -0.0016 -0.1485 0.2190
H -7.101279 -0.071048 2.658857 0.0023 -0.3845 0.1494
H -5.576149 0.346472 1.969377 0.0070 0.1526 -0.2313
H -6.725089 -0.555478 0.994737 -0.0305 -0.2439 -0.0312
H -6.221209 -2.231728 4.554247 0.0374 -0.2785 -0.0026
H -6.414059 -3.398478 3.080777 0.0325 -0.7024 1.3762
H -7.496159 -2.127358 3.256927 -0.1374 0.1837 0.6660
O -0.296399 -1.282858 -2.047863 0.8207 2.2058 2.1902
P -0.414679 -2.039198 -3.274523 -1.9721 -3.9566 -4.4419
N 0.672641 -1.638558 -4.491593 -0.1515 -1.5378 0.7941
C 1.030231 -0.245188 -4.661593 -0.6476 -0.1745 0.3673
C 0.856861 -2.485688 -5.706113 0.1667 1.5481 0.3082
N -2.009829 -1.893818 -4.017223 2.0661 0.3936 2.6060
C -2.561399 -2.469098 -5.198613 0.6899 -1.1284 -1.1762
C -2.943979 -0.992808 -3.394483 -1.2269 0.6086 0.6378
N -0.118859 -3.773708 -3.148133 -1.8969 2.7446 -0.1766
C -1.272149 -4.565598 -2.622103 1.2550 -0.4269 0.3584
C 1.220621 -4.226668 -2.856933 0.0864 -1.4951 -0.0489
H 1.575271 -0.154108 -5.601133 0.2798 0.2372 0.2651
H 1.574231 0.050402 -3.764483 0.3440 0.3752 -0.2724
H 0.157801 0.407252 -4.697513 -0.1622 0.1488 -0.1501
H 0.884671 -3.569748 -5.595913 -0.1230 0.2914 0.5169
H 1.819051 -2.099488 -6.042473 0.1304 -0.6128 -0.5837
H 0.104791 -2.202068 -6.442353 0.0743 -0.2303 -0.2265
H -1.869279 -2.426648 -6.039613 -0.0562 0.0789 -0.1125
H -2.816329 -3.523548 -5.092573 -0.0313 -0.2919 0.2060
H -3.487739 -1.991648 -5.518043 0.2026 0.3653 0.2601
H -3.952869 -1.404318 -3.364803 -0.1040 -0.5526 -0.1058
H -2.773699 -0.772838 -2.340573 0.6000 0.2432 -0.1816
H -3.070889 -0.096018 -4.000933 0.3225 0.2220 0.2808
H -2.257839 -4.184048 -2.888443 0.3769 0.2569 -0.1707
H -1.168879 -5.593158 -2.970723 -0.0640 -0.0111 -0.4226
H -1.215989 -4.675258 -1.539083 -0.0980 0.3673 0.2595
H 1.249631 -5.304668 -3.015553 -0.1922 -0.2844 -0.5739
H 1.590031 -4.238818 -1.831503 -0.2196 1.0741 0.3390
H 1.950931 -3.821418 -3.557293 -0.0488 0.3037 0.2177
```
Positions in Å, forces in eV/Å.

## Properties
frontier orbital gap (spin up / spin down)	0.26943 / 0.09184	Eh
E_LUMO (spin up / spin down)	-2.207 / -7.040	eV
charge	+1
multiplicity	3
E_tot	-149995.61409	eV
HOMO (spin up / spin down)	-9.5 / -9.5	eV